The following is a DFT calculation (ωB97M-V/def2-TZVPD) of a structure of composition C12H21N3OS2.

Energy: -40974.0708 eV
E_LUMO: 0.532 eV
ΔE to the lowest compared entry with this formula, charge and spin: 26.9 kJ/mol
Frontier orbital gap: 9.08 eV
Total charge: 0
Largest force on an atom: 1.262 eV/Å
Multiplicity: 1

Each line ends with the Mulliken charge.
Geometry (Å):
S: 2.4688 -2.9925 -0.3062  -0.05
S: -0.2505 0.0582 -0.0797  -0.18
O: 6.4907 -0.4983 1.0041  -0.60
N: 0.9929 -2.2795 -0.3817  -0.42
N: 4.5415 -1.3594 0.3627  -0.11
N: 2.3264 -0.5061 0.1980  -0.29
C: -6.3460 -0.8818 0.8347  -1.16
C: 4.6546 1.0519 0.8806  -0.62
C: 1.1034 -1.0096 -0.0962  0.26
C: -4.6978 1.0031 0.3471  -0.85
C: -1.5633 -1.1406 -0.5305  -0.78
C: -5.9063 0.2026 -0.1421  -0.38
C: 3.2101 -1.4468 0.1354  0.51
C: 5.8341 1.9973 -1.1583  -1.21
C: 5.3260 -0.2831 0.7783  0.29
C: -2.8922 -0.4360 -0.7392  -0.52
C: 4.4918 1.6913 -0.5072  -0.27
C: -3.4220 0.1858 0.5509  -0.54
H: 6.4039 2.6927 -0.5464  0.31
H: 3.9235 2.6149 -0.3885  0.34
H: -3.6015 -1.1741 -1.1189  0.31
H: 3.6709 0.9340 1.3331  0.36
H: -4.9566 1.4780 1.2964  0.36
H: -1.6173 -1.8697 0.2776  0.37
H: -1.2245 -1.6395 -1.4375  0.46
H: -2.7744 0.3420 -1.4965  0.29
H: 3.9070 1.0261 -1.1437  0.25
H: 5.0622 -2.2263 0.2813  0.21
H: -7.2694 -1.3443 0.4934  0.37
H: -5.5929 -1.6605 0.9228  0.29
H: -5.6863 -0.2470 -1.1119  0.27
H: -6.5200 -0.4568 1.8209  0.29
H: -6.7348 0.8996 -0.2894  0.35
H: -3.5981 -0.5997 1.2873  0.27
H: 5.6856 2.4436 -2.1388  0.37
H: 5.2807 1.6918 1.5037  0.38
H: -4.4922 1.7988 -0.3731  0.32
H: -2.6526 0.8484 0.9546  0.44
H: 6.4244 1.0918 -1.2772  0.32